19
Properties=species:S:1:pos:R:3:forces:R:3:lowdin_charge:R:1 method="wB97M-V/def2-TZVPD" homo_energy_ev=-14.6 gap_ev=11.31 total_charge=+1 e_lumo_ev=-3.281
O -2.4770 0.9633 -0.2797 0.0 -0.1 0.1 -0.0577
C -1.6278 0.8025 0.8584 0.3 -0.1 -2.1 -0.1611
C -0.2205 0.5460 0.2627 -0.9 -0.5 0.3 -0.2394
N 0.5728 -0.4769 1.0249 0.6 -0.3 0.1 0.0808
C 1.8531 -0.5946 0.1930 -1.1 -0.1 0.0 -0.0695
C 1.2406 -0.7315 -1.2103 -0.1 -0.2 -0.1 -0.1232
C -0.1549 -0.0576 -1.1384 0.1 0.7 -0.1 -0.1094
H -3.3069 1.3607 0.0069 0.0 0.0 0.0 0.1080
H -1.9760 -0.0712 1.4140 0.1 0.4 0.7 0.1324
H -1.5611 1.7784 1.3158 -0.3 -0.2 1.2 0.1275
H 0.3463 1.4719 0.3353 0.2 -0.1 -0.1 0.1619
H 0.1566 -1.4068 0.9393 -0.5 0.2 0.1 0.1849
H 0.6844 -0.3165 2.0295 0.2 0.3 -0.2 0.1946
H 2.3817 0.3452 0.2985 0.3 -0.1 0.2 0.1343
H 2.3790 -1.4687 0.5527 0.4 0.1 0.0 0.1335
H 1.9158 -0.3418 -1.9623 0.0 0.3 -0.1 0.1230
H 1.0840 -1.7721 -1.4789 0.2 -0.2 0.1 0.1176
H -0.9430 -0.7852 -1.3259 -0.1 0.0 0.3 0.1287
H -0.3470 0.7549 -1.8354 0.3 -0.2 -0.2 0.1330

---

115
Properties=species:S:1:pos:R:3:forces:R:3:lowdin_charge:R:1 method="wB97M-V/def2-TZVPD" homo_energy_ev=-4.6 gap_ev=5.97 total_charge=-1 e_lumo_ev=1.412
N -1.2793 7.4317 0.7201 -0.2 -0.4 -0.7 0.0703
C -1.3986 6.9114 -0.6180 0.5 0.8 -1.3 -0.4698
O -0.9731 7.6165 -1.5464 -0.5 -1.5 1.6 0.0122
C -2.0684 5.5355 -0.9950 -0.8 0.4 -0.8 -0.2063
C -1.0601 4.3275 -1.0741 0.4 1.5 -0.8 -0.2928
P -0.2217 3.7485 0.5282 0.7 -4.0 -0.2 0.2911
N 0.4992 2.9584 2.0068 0.1 0.6 0.9 -0.2090
Cl -1.6962 4.5186 1.9277 -0.9 1.1 0.1 0.2483
O 0.8516 5.1189 0.6072 0.5 -0.1 -0.8 -0.3401
C 2.0078 4.9095 -0.2269 0.4 -2.0 -1.3 -0.2201
C 2.2706 3.3248 -0.1446 0.7 1.6 0.4 -0.2868
O 0.9719 2.7778 -0.3298 1.3 0.7 -0.2 -0.3685
H -0.3735 7.1858 1.1359 -0.5 0.0 -0.3 0.0801
H -2.0539 7.1613 1.3260 0.6 -0.5 -0.2 0.0439
H -2.4477 5.6962 -2.0535 0.5 0.0 1.1 0.1053
H -3.0098 5.3201 -0.4050 1.3 0.2 -0.2 0.0843
H -0.2271 4.6667 -1.7678 -0.9 -0.3 0.7 0.0788
H -1.5441 3.4621 -1.6153 0.4 0.8 1.0 0.0862
H -1.0422 2.5482 0.3929 -0.2 0.4 0.2 -0.0065
H 0.3247 1.9494 1.9727 0.0 0.6 -0.3 0.0193
H 0.0008 3.3055 2.8305 0.5 -0.3 -0.3 -0.0569
H 2.9156 5.5232 0.0173 -1.1 -0.4 0.4 0.1146
H 1.8344 5.0341 -1.3436 -0.4 0.5 1.2 0.1064
H 2.7790 3.2011 0.8539 -1.1 -0.6 -0.5 0.1026
H 3.0237 2.9167 -0.8796 -1.0 0.7 0.2 0.0996
O 5.1121 1.0351 -1.5068 0.2 -0.5 0.3 -0.2820
S 4.4205 -0.1558 -1.0957 -0.8 0.0 -0.3 0.5939
O 4.7183 -0.8018 0.1536 0.3 0.2 -0.3 -0.2900
O 4.5275 -1.2503 -2.2783 -0.3 0.3 0.2 -0.2722
C 5.8243 -1.5832 -2.7788 0.7 -0.3 -0.1 -0.2684
C 6.5672 -2.5113 -1.8370 0.1 0.0 0.3 -0.0723
C 2.6793 0.1179 -1.1964 0.1 -0.1 0.0 -0.1161
H 6.4030 -0.6779 -2.9805 -0.2 0.1 0.1 0.1140
H 5.6681 -2.0862 -3.7348 -0.3 0.1 0.1 0.1208
H 6.8187 -2.0045 -0.9035 0.0 0.0 -0.1 0.0711
H 7.4960 -2.8607 -2.2922 -0.1 0.0 -0.1 0.0798
H 5.9503 -3.3754 -1.5808 0.1 0.0 -0.1 0.0700
H 2.4463 0.5615 -2.1624 0.0 0.0 0.1 0.0854
H 2.3987 0.8010 -0.3945 0.0 0.0 0.0 0.0552
H 2.1662 -0.8339 -1.0706 0.1 0.0 0.0 0.0739
O 2.4962 -7.1538 -1.3267 0.6 0.1 0.4 -0.2952
S 3.7289 -6.6231 -0.8050 0.2 0.3 0.9 0.6097
O 4.8722 -6.4114 -1.6467 -0.5 -0.3 -0.1 -0.2730
O 4.1746 -7.5005 0.4679 -0.4 0.6 -0.3 -0.2588
C 4.2896 -8.9208 0.3093 0.3 -0.9 -0.1 -0.2556
C 5.5682 -9.3046 -0.4111 0.0 0.1 -0.3 -0.0660
C 3.3835 -5.1238 0.0649 0.0 -0.1 0.1 -0.1113
H 3.4108 -9.3225 -0.2023 0.0 0.2 0.0 0.1089
H 4.3013 -9.3463 1.3133 -0.1 0.3 0.0 0.0954
H 5.5501 -8.9725 -1.4509 0.0 0.0 0.0 0.0683
H 5.7005 -10.3879 -0.4042 -0.1 0.0 0.1 0.0849
H 6.4335 -8.8366 0.0629 -0.1 -0.1 0.0 0.0841
H 2.5463 -5.2924 0.7397 0.1 0.0 -0.1 0.0759
H 3.1256 -4.3638 -0.6723 0.1 -0.1 0.0 0.0787
H 4.2734 -4.8226 0.6146 0.0 0.0 -0.1 0.0788
O -4.5798 13.3070 0.4002 0.0 -0.3 0.3 -0.2874
S -5.3196 12.1411 0.8022 -0.3 -0.5 -0.6 0.5910
O -5.0839 11.5011 2.0664 0.1 0.4 -0.2 -0.2850
O -5.2350 11.0402 -0.3651 -0.5 0.7 0.4 -0.2676
C -3.9385 10.6430 -0.8418 0.9 -0.5 -0.1 -0.2501
C -3.2516 9.6825 0.1084 -0.1 0.3 0.1 -0.0837
C -7.0486 12.4785 0.6572 0.1 0.0 -0.1 -0.1407
H -3.3175 11.5215 -1.0344 -0.2 0.1 0.1 0.1152
H -4.1016 10.1464 -1.7998 -0.3 0.1 0.1 0.1231
H -2.9911 10.1762 1.0464 0.0 0.0 -0.1 0.0762
H -2.3351 9.2960 -0.3341 -0.1 0.1 0.0 0.0477
H -3.9095 8.8456 0.3547 0.0 0.0 -0.1 0.0871
H -7.2419 12.9209 -0.3177 0.0 -0.1 0.1 0.0767
H -7.3194 13.1779 1.4473 0.1 0.0 0.0 0.0783
H -7.5995 11.5498 0.7777 0.1 0.1 0.0 0.0484
O -9.9950 12.0032 0.3411 -0.6 -0.1 -0.1 -0.2858
S -11.0091 11.1865 0.9508 -0.1 -0.1 0.6 0.5999
O -11.9301 10.4197 0.1615 0.4 0.4 0.0 -0.2739
O -11.8411 12.0855 1.9966 0.5 -0.5 -0.1 -0.2637
C -12.4203 13.3076 1.5294 -0.5 0.6 -0.4 -0.2659
C -13.6844 13.0621 0.7273 0.0 -0.2 -0.2 -0.0763
C -10.2491 10.1160 2.1341 0.0 0.1 0.1 -0.1167
H -11.6902 13.8814 0.9527 0.1 -0.2 0.0 0.1151
H -12.6636 13.8940 2.4170 0.2 -0.2 0.1 0.1215
H -13.4614 12.5560 -0.2134 0.0 0.0 0.0 0.0715
H -14.1797 14.0066 0.4944 0.1 0.0 0.1 0.0797
H -14.3757 12.4248 1.2822 0.0 0.1 0.0 0.0845
H -9.5847 10.7030 2.7660 -0.1 0.0 0.0 0.0767
H -9.6809 9.3656 1.5853 -0.1 0.1 -0.1 0.0818
H -11.0271 9.6366 2.7251 0.0 0.0 -0.1 0.0752
O 4.3109 -11.4794 -4.5093 -0.2 0.3 -0.3 -0.2823
S 3.0526 -11.2515 -5.1654 -0.6 0.0 0.4 0.5887
O 2.9431 -10.3746 -6.2962 0.3 -0.2 0.3 -0.2789
O 1.9600 -10.8265 -4.0652 0.3 -0.7 -0.5 -0.2648
C 2.2575 -9.7215 -3.1991 0.1 1.0 0.4 -0.2602
C 2.0740 -8.3882 -3.8937 0.1 0.2 -0.5 -0.0722
C 2.3370 -12.8113 -5.5905 -0.1 -0.1 0.1 -0.1276
H 3.2668 -9.8189 -2.7897 0.0 -0.1 -0.1 0.1048
H 1.5611 -9.7896 -2.3614 0.0 -0.3 -0.2 0.1229
H 2.8179 -8.2482 -4.6808 0.0 -0.1 0.0 0.0778
H 2.1776 -7.5711 -3.1811 -0.1 -0.3 -0.3 0.0392
H 1.0899 -8.3293 -4.3650 0.0 -0.1 0.1 0.0882
H 2.3752 -13.4653 -4.7214 0.0 0.1 0.0 0.0721
H 2.9231 -13.2337 -6.4058 0.0 0.1 0.0 0.0740
H 1.3100 -12.6506 -5.9132 0.1 0.0 0.0 0.0730
O 4.8845 -11.1250 2.8822 0.3 -0.3 0.2 -0.2859
S 5.7768 -11.1637 4.0089 -0.1 0.3 0.6 0.5951
O 6.9988 -11.9153 3.9724 -0.4 0.1 -0.3 -0.2744
O 4.9424 -11.5872 5.3187 0.3 0.5 -0.4 -0.2635
C 4.1707 -12.7918 5.2717 -0.3 -0.9 0.0 -0.2642
C 5.0410 -14.0252 5.4219 0.3 0.0 -0.2 -0.0757
C 6.1448 -9.5084 4.5066 -0.1 0.0 0.1 -0.1168
H 3.5804 -12.8326 4.3528 0.1 0.2 0.0 0.1153
H 3.4680 -12.7416 6.1051 0.1 0.3 0.0 0.1222
H 5.6938 -14.1539 4.5569 -0.1 0.0 0.0 0.0714
H 4.4236 -14.9204 5.5161 0.0 0.1 0.0 0.0803
H 5.6820 -13.9404 6.3017 -0.1 0.0 0.0 0.0848
H 5.2150 -8.9473 4.5810 0.0 -0.1 0.0 0.0770
H 6.7897 -9.0693 3.7461 0.0 -0.1 0.0 0.0778
H 6.6617 -9.5358 5.4640 0.0 0.0 -0.1 0.0755

---

111
Properties=species:S:1:pos:R:3:forces:R:3:lowdin_charge:R:1 method="wB97M-V/def2-TZVPD" homo_energy_ev=-1.9 gap_ev=4.46 total_charge=-2 e_lumo_ev=2.557
Ba 0.4367 2.7210 1.3766 0.3 0.0 -0.4 1.7561
C 0.8207 -5.8563 2.9738 1.8 1.6 0.5 -0.0646
C 0.6869 -4.9822 1.7197 0.9 -0.2 -0.4 -0.5138
C 1.7599 -5.3215 0.6353 -3.7 -0.4 -1.1 -0.0178
C -0.6972 -5.2726 1.2090 -1.6 0.8 -0.5 -0.0682
C 0.8513 -3.4651 1.9900 -0.4 -0.8 0.9 -0.1656
C 0.2029 -2.5651 1.2728 -1.0 0.5 -2.0 0.0114
C 0.3266 -1.1923 1.5284 -1.1 1.6 -0.9 -0.1633
N -0.5192 -0.2694 1.0203 0.9 0.7 1.1 0.1585
C -1.4830 -0.2576 0.1705 -0.8 -0.9 -1.1 -0.2043
C -1.6975 -1.2644 -0.8453 2.0 -0.3 0.3 0.0334
C -2.8299 -1.2876 -1.5737 0.3 -1.7 -0.3 -0.1344
C -3.7935 -0.3448 -1.1768 -1.0 1.6 0.7 0.0315
C -3.7232 0.7001 -0.2700 -0.6 -1.4 -1.7 -0.0746
C -2.4488 0.8504 0.3370 1.4 1.5 1.5 -0.2927
O -2.1249 1.8313 1.0554 -0.5 -0.4 -0.6 -0.1950
C -4.9453 1.6090 -0.1086 -0.2 1.0 0.2 -0.4944
C -4.8700 2.8331 -1.1318 0.5 -1.7 0.0 -0.0059
C -5.0481 2.1681 1.3197 3.7 -2.6 0.5 -0.0525
C -6.2600 0.8747 -0.2455 0.5 -1.9 -0.8 -0.0877
C -3.1113 -2.4655 -2.5837 1.5 0.8 -0.6 -0.5031
C -3.2599 -1.9476 -4.0864 -1.2 -0.2 0.9 -0.0267
C -1.9012 -3.4180 -2.5348 -1.6 -0.2 -1.6 -0.0506
C -4.3898 -3.1937 -2.3100 -1.6 -0.3 1.0 -0.0801
C 1.1894 -0.6404 2.5249 0.5 2.0 0.5 -0.2681
O 1.2377 0.6337 2.7991 0.0 -2.5 -0.4 -0.2578
C 1.9775 -1.6323 3.2206 -0.9 2.2 1.6 -0.0983
C 1.6454 -2.9007 3.0248 0.7 -3.5 -0.5 0.0183
C 2.9495 -1.1665 4.2943 0.0 -0.1 0.5 -0.5316
C 3.9838 -0.3891 3.5313 -1.3 0.5 -1.1 -0.0401
C 3.6788 -2.3658 4.8404 0.1 -0.1 1.3 -0.0850
C 2.4338 -0.3202 5.4953 -1.7 -1.2 1.6 -0.0356
H 0.3285 -6.7639 2.9410 -1.3 -1.9 -0.8 0.0442
H 0.3730 -5.3486 3.8188 0.1 0.3 0.4 0.0874
H 1.8416 -6.1606 3.2249 0.2 0.5 0.1 0.0848
H 1.7432 -6.4095 0.4382 0.5 0.5 0.1 0.0876
H 2.6278 -4.8777 0.9547 2.6 0.4 0.5 0.0471
H 1.4264 -4.7907 -0.3052 0.5 -0.6 0.8 0.1070
H -0.8951 -6.0765 0.4874 0.7 -0.2 0.4 0.0946
H -1.1369 -4.3910 0.7410 0.0 -0.3 -0.2 0.0504
H -1.3256 -5.4199 2.0777 -0.5 -0.3 0.2 0.0807
H -0.4430 -2.8579 0.4451 0.3 0.2 0.5 0.0850
H -0.7884 -1.9157 -1.0005 -1.4 0.8 -0.2 0.1072
H -4.7406 -0.3833 -1.6384 -1.0 -0.3 -0.8 0.0868
H -4.0150 3.4636 -0.8934 0.1 0.0 0.0 0.0616
H -5.7597 3.4427 -1.1113 -0.4 0.1 0.2 0.0674
H -4.7624 2.4262 -2.1669 0.0 0.3 0.7 0.0858
H -4.0848 2.6088 1.4907 0.2 1.0 0.4 0.0572
H -5.0320 1.3758 2.1289 -0.5 0.4 -1.0 0.1178
H -5.8340 2.7955 1.4690 -2.2 1.9 0.3 0.0450
H -6.6052 0.6478 -1.2422 -0.1 0.3 -0.7 0.0706
H -6.9981 1.4197 0.2592 -1.3 0.9 0.5 0.0558
H -6.2437 -0.1213 0.2233 0.3 0.3 0.2 0.0969
H -2.3244 -1.6065 -4.4912 0.4 0.3 -0.1 0.0474
H -3.9724 -1.0944 -4.0280 0.4 -0.4 -0.4 0.0849
H -3.7094 -2.7277 -4.7849 0.6 0.8 1.0 0.0927
H -1.0852 -2.9437 -3.0388 0.7 0.0 -0.2 0.0518
H -2.2875 -4.2514 -3.1543 0.8 -0.1 0.4 0.0960
H -1.5739 -3.7330 -1.5627 -0.2 -0.3 0.5 0.0608
H -5.1404 -2.4436 -2.0749 -0.4 0.0 0.0 0.0674
H -4.4491 -3.9235 -1.4779 0.6 0.5 -0.1 0.0948
H -4.7889 -3.7329 -3.1695 0.3 0.0 -0.2 0.0725
H 2.0801 -3.7246 3.5673 0.5 0.3 0.7 0.0968
H 4.3330 -1.0192 2.7460 0.6 -0.5 -0.7 0.0878
H 4.7796 -0.1698 4.1662 1.5 0.9 1.0 0.0729
H 3.5070 0.4624 3.0435 0.4 0.3 0.3 0.0834
H 4.2303 -2.8460 4.0580 0.7 -0.3 -0.4 0.0804
H 2.9847 -3.1116 5.1899 -0.3 -0.3 0.5 0.0673
H 4.3266 -2.0816 5.7017 -0.2 -0.2 -0.8 0.0953
H 2.2122 0.6901 5.2804 0.2 1.2 -0.7 0.0473
H 3.1237 -0.3320 6.3902 -0.3 -0.1 -1.2 0.0845
H 1.4128 -0.6268 5.9469 1.5 -0.2 -0.9 0.1050
O 6.7472 4.2146 1.2405 -0.2 -0.7 -0.2 0.0546
C 6.7613 3.0712 0.5987 1.2 -0.5 -0.2 -0.5258
O 7.8227 2.5576 0.2382 -1.2 0.1 -0.1 0.0183
C 5.4096 2.4511 0.3106 0.4 -0.3 -0.5 -0.0475
C 5.0206 1.5699 -0.7252 1.1 -0.5 0.2 -0.0037
N 3.6808 1.5225 -0.6725 -0.4 -1.0 -0.2 0.0014
N 3.1712 2.2626 0.3055 -0.8 -0.6 0.2 0.0194
C 4.1914 2.7955 0.9359 0.3 0.9 -0.2 -0.1738
C 3.8865 3.7578 2.0517 -1.8 0.3 0.1 -0.5975
O 4.8007 4.3767 2.6142 1.5 0.3 0.4 0.0624
O 2.6964 3.9603 2.3559 -0.9 -0.8 -0.3 -0.1768
H 5.8273 4.2712 1.8303 0.5 0.5 0.2 0.0121
H 5.5916 0.8800 -1.4287 -0.8 1.4 1.1 0.1527
H 3.0216 0.8409 -1.1223 0.6 0.7 0.0 0.1040
O 1.2165 -2.1785 -2.7016 -0.9 0.6 0.1 -0.3459
S 1.6648 -0.8680 -3.1572 1.0 -3.0 -1.7 0.6479
O 2.9425 -1.0623 -3.8567 -1.0 1.7 0.6 -0.3442
N 1.6000 0.1861 -1.9822 0.8 -0.7 0.2 -0.0781
C 0.6251 1.0556 -2.1585 -0.6 2.2 -0.1 -0.5462
O 0.3775 1.9928 -1.3993 -0.3 0.0 0.6 -0.0912
C -0.0857 0.9869 -3.4874 0.7 -0.9 0.1 -0.1312
C -1.0577 1.8238 -3.9891 0.3 -0.1 0.9 -0.0079
C -1.4875 1.5847 -5.2610 -0.3 0.7 -2.1 -0.0790
C -0.9267 0.5815 -6.0807 0.4 -0.4 3.0 -0.0713
C -0.0067 -0.3283 -5.5251 0.1 0.1 -0.5 -0.0455
C 0.4299 -0.0509 -4.2353 0.2 -0.5 0.3 -0.1886
H -1.4072 2.6317 -3.3728 -0.3 0.2 0.1 0.1256
H -2.1925 2.2968 -5.7373 0.3 -0.6 0.4 0.1124
H -1.3146 0.4425 -7.0297 -0.5 -0.3 -1.8 0.0705
H 0.3578 -1.2057 -6.0893 -0.1 0.7 0.3 0.1247
Te -1.8078 5.7754 0.8853 -0.2 0.0 0.2 0.3723
C -0.2797 7.1485 0.3934 -0.2 -0.2 -0.9 -1.1385
C -0.0686 7.8148 -0.7978 -1.2 0.0 -0.4 -0.3020
C 1.2663 8.2440 -0.9961 0.1 0.1 0.0 -0.2371
C 2.0610 7.9083 0.0702 0.7 -0.2 -0.7 -0.4640
S 1.1703 7.0766 1.2540 0.5 -0.2 0.6 0.8748
H -0.8867 7.9136 -1.5409 0.7 0.0 0.5 0.0890
H 1.6217 8.7148 -1.9198 -0.1 -0.2 0.5 0.0886
H 3.1461 7.8330 0.0590 -0.2 0.5 0.3 0.0573

---

25
Properties=species:S:1:pos:R:3:forces:R:3:mulliken_spin:R:1 method="wB97M-V/def2-TZVPD" homo_energy_ev="-5.1 / -5.1" gap_ev="8.96 / 8.41" total_charge=-1 spin_multiplicity=2 e_lumo_ev="3.886 / 3.314"
C -1.5093 -0.2373 -2.3461 2.6 1.7 -0.2 0.0434
C -1.3015 -0.9640 -0.9925 -1.2 -1.1 1.7 0.2527
C -2.4189 -0.6939 0.0923 0.8 1.6 0.7 -0.1643
C -1.7455 -0.2304 1.4630 0.7 -0.8 -1.8 0.0995
N -0.6690 -1.2064 1.8845 -1.0 1.2 -1.1 -0.0040
H -2.1928 -0.7037 -3.0236 -0.6 -0.7 -0.2 0.0100
H -0.4750 -0.1712 -2.8935 -1.9 0.0 1.0 -0.0110
H -1.8576 0.8537 -2.2531 0.5 -1.5 0.1 -0.0180
H -1.5055 -2.0793 -1.1603 1.3 1.3 0.0 -0.0133
H -0.3695 -0.7458 -0.3208 -0.9 -0.7 -2.6 -0.0916
H -3.0335 0.2007 -0.1823 0.0 -0.9 -0.1 0.0165
H -3.0060 -1.6073 0.2333 -0.2 0.4 0.2 -0.0010
H -2.5071 -0.0185 2.1924 -0.3 -0.4 0.6 0.0057
H -1.2334 0.7334 1.2873 -0.4 -0.1 -0.2 -0.0340
H -0.5860 -1.0672 2.8592 0.3 -0.1 1.4 0.0007
H 0.1678 -0.7443 1.4980 0.3 -0.6 0.1 0.0092
H 2.4278 2.1058 2.1023 0.4 0.1 0.0 -0.0002
H 2.7307 0.8800 1.2283 0.9 1.3 0.7 0.0009
O 3.2294 1.6360 1.8267 -1.5 -1.5 -1.0 0.0006
H 2.5327 1.1760 -2.2179 -0.3 0.3 -0.3 0.0028
H 1.6552 0.5376 -1.1910 -0.5 0.7 -0.5 -0.0189
O 1.5752 1.1251 -2.0688 0.9 -1.0 0.9 0.0187
H 2.2250 -0.9329 0.3099 -0.5 0.9 -0.2 0.0008
H -0.7419 1.0411 -0.7278 0.3 0.8 0.3 0.8839
O 1.7885 -0.0533 0.2346 0.6 -0.9 0.6 0.0109